Molecular formula: C54H81BBa2F4N5O24
Method: DFT, the ωB97M-V functional and the def2-TZVPD basis

Output
Orbital gap ... 0.2984 Eh
E_tot ... -4660.61033 a.u.
HOMO ... -10.7 eV
LUMO ... -2.60 eV

Structure (ORCA input):
```
! wB97M-V def2-TZVPD RIJCOSX def2/J DEFGRID3
* xyz 1 1
C 17.256 -13.169 -22.365
B 14.727 -19.135 -22.528
H 17.513 -11.593 -19.301
C 14.589 -9.911 -23.581
C 15.146 -18.520 -27.456
H 9.066 -16.083 -20.696
O 10.895 -15.471 -19.864
C 16.102 -15.931 -19.642
O 13.716 -14.447 -24.309
H 13.606 -9.903 -16.676
C 12.687 -10.105 -17.206
O 18.211 -14.080 -24.809
H 4.615 -11.198 -28.165
N 12.530 -10.705 -27.775
H 9.848 -8.565 -23.615
H 9.018 -18.331 -21.732
H 16.326 -19.174 -17.286
O 13.359 -15.441 -22.324
O 11.250 -7.930 -19.506
C 9.631 -15.240 -20.300
H 12.691 -14.878 -27.753
H 11.071 -18.143 -29.090
Ba 13.093 -17.150 -24.868
H 12.154 -14.027 -19.420
C 11.442 -6.314 -22.682
H 9.774 -15.431 -23.859
C 14.437 -19.801 -26.877
H 13.223 -12.279 -23.228
H 16.845 -15.133 -19.649
O 10.478 -18.125 -24.601
H 14.088 -10.622 -24.239
H 14.885 -16.079 -27.822
O 12.589 -16.188 -17.621
C 11.740 -17.285 -29.153
H 11.480 -4.994 -24.313
H 8.272 -18.754 -23.225
H 11.813 -17.502 -16.326
H 16.114 -16.378 -20.636
H 20.592 -12.662 -21.872
H 11.478 -16.573 -29.935
C 12.959 -13.055 -22.509
C 11.191 -8.910 -26.708
C 11.475 -9.697 -16.709
H 19.828 -11.801 -19.840
H 9.646 -5.849 -19.809
C 10.913 -6.562 -21.426
O 18.965 -9.711 -24.787
C 6.033 -12.532 -25.339
H 16.589 -16.314 -27.793
C 10.640 -10.628 -18.779
H 14.156 -13.629 -18.502
C 10.406 -9.910 -17.577
C 18.600 -13.143 -22.709
O 11.058 -15.093 -25.472
H 15.751 -15.361 -26.522
H 9.380 -9.818 -17.254
H 14.989 -19.923 -17.962
C 9.704 -4.551 -21.432
H 17.497 -8.885 -25.996
C 11.280 -14.486 -18.956
H 11.966 -11.726 -20.018
C 10.977 -10.235 -24.306
F 13.719 -19.260 -23.451
H 10.789 -13.539 -26.805
C 17.761 -12.109 -20.217
H 13.685 -17.580 -16.513
C 9.195 -18.879 -22.657
H 9.759 -14.542 -21.127
H 10.130 -7.353 -25.856
O 13.178 -19.389 -26.437
H 16.799 -11.288 -24.170
O 11.564 -16.636 -27.870
C 10.991 -5.182 -23.368
O 15.872 -9.481 -24.094
O 9.682 -11.358 -20.885
H 8.998 -14.746 -19.563
H 9.010 -3.884 -20.942
C 19.099 -12.053 -20.596
H 14.633 -10.328 -22.575
O 11.245 -17.731 -22.624
H 10.275 -3.286 -22.955
H 12.127 -11.777 -25.215
C 12.961 -10.780 -18.381
H 14.889 -18.224 -28.473
H 9.776 -15.088 -27.065
H 12.137 -21.216 -26.858
H 16.088 -11.055 -25.673
H 11.332 -9.045 -15.861
H 16.266 -16.532 -17.627
H 14.631 -15.036 -17.390
C 16.837 -12.625 -21.131
H 14.941 -20.074 -25.950
H 11.430 -14.856 -28.842
H 16.564 -19.645 -18.956
O 3.750 -14.021 -25.341
H 11.157 -19.990 -26.192
C 11.825 -10.176 -26.588
H 17.382 -17.407 -18.631
C 16.599 -10.494 -24.890
H 18.460 -8.397 -23.410
F 14.285 -19.567 -21.311
H 10.589 -13.648 -18.861
C 10.040 -14.611 -24.526
Ba 12.904 -17.577 -20.281
H 5.745 -13.249 -24.585
O 15.299 -18.041 -18.736
C 9.995 -5.750 -20.826
C 10.533 -8.327 -25.622
C 11.695 -15.076 -17.537
C 6.249 -10.418 -27.089
H 9.173 -14.293 -25.106
N 3.827 -13.129 -26.201
H 6.457 -9.734 -27.898
H 18.164 -9.939 -22.773
C 7.093 -11.617 -25.191
C 17.802 -9.832 -25.553
O 12.861 -11.883 -27.771
H 13.954 -10.970 -18.758
H 13.919 -9.052 -23.567
H 10.758 -15.269 -17.015
H 18.032 -10.422 -26.441
C 7.160 -10.498 -26.045
C 12.016 -20.133 -26.848
C 11.871 -11.161 -19.102
O 2.940 -12.909 -26.976
H 10.810 -10.791 -23.395
C 5.240 -11.284 -27.288
H 11.876 -13.011 -22.390
C 10.428 -18.305 -23.368
C 16.363 -17.024 -18.595
O 15.163 -17.448 -26.508
H 14.560 -20.638 -27.564
H 12.306 -14.333 -17.024
H 11.544 -19.848 -27.789
H 15.851 -14.001 -18.103
O 8.337 -10.560 -19.336
C 10.724 -14.627 -26.786
C 14.861 -14.426 -18.264
C 18.885 -9.400 -23.387
H 8.053 -9.891 -26.009
O 12.801 -9.997 -28.765
F 15.053 -17.761 -22.306
H 19.850 -9.235 -22.907
C 5.036 -12.292 -26.328
N 19.070 -13.799 -23.989
H 16.447 -13.617 -22.924
C 19.516 -12.576 -21.835
H 12.140 -7.026 -23.098
O 20.308 -13.965 -24.032
H 12.763 -17.600 -29.361
O 11.828 -8.706 -21.325
C 11.680 -10.802 -25.332
H 11.354 -8.396 -27.644
H 12.870 -16.443 -15.505
C 13.396 -14.435 -23.099
C 11.655 -15.207 -27.835
H 10.282 -13.675 -24.023
C 15.822 -19.279 -18.246
C 10.237 -4.318 -22.641
H 15.828 -12.818 -20.796
F 15.823 -19.825 -22.876
C 10.358 -9.011 -24.456
N 11.387 -7.800 -20.694
H 13.416 -12.869 -21.538
O 14.859 -15.261 -19.324
N 9.454 -10.897 -19.702
H 7.806 -11.617 -24.379
C 15.717 -16.258 -27.142
H 9.363 -19.956 -22.674
C 12.770 -16.992 -16.441
H 16.188 -18.837 -27.483
*
```

These are the Mulliken partial charges, in e, on atoms 1 to 6: -0.628, 0.016, 0.416, 0.468, -0.582, 0.069

Molecular formula: C5H15NO2
Method: DFT, the ωB97M-V functional and the def2-TZVPD basis

Output
Orbital gap ... 0.3472 Eh
E_tot ... -404.60459 a.u.
HOMO ... -8.8 eV
LUMO ... 0.65 eV
Energy relative to the best compared isomer or geometry (same formula, charge and spin) ... 395.1 kJ/mol
Structure (SMILES) ... C=C(C)CCN.O.O

Structure (ORCA input):
```
! wB97M-V def2-TZVPD RIJCOSX def2/J DEFGRID3
* xyz 0 1
C -0.042 1.736 1.218
H -0.470 0.650 -2.556
C -0.716 -0.598 1.455
O -1.235 1.264 -2.148
H -0.468 -1.074 2.479
H 2.082 -0.023 -2.081
H -1.749 1.136 -2.957
H -1.410 -2.592 0.831
N -1.503 -1.240 -0.868
H 1.624 -0.726 2.380
H -1.246 1.964 1.134
H 0.248 -1.931 0.191
C 1.670 -0.079 1.527
C -0.821 -1.797 0.326
O 1.895 0.509 -2.768
H -1.043 -0.406 -0.975
H 1.981 1.379 -2.748
H -2.492 -1.092 -0.436
C 0.357 0.451 1.193
H 0.386 2.755 0.975
H 2.502 0.524 1.550
H -1.692 -0.053 1.617
H 2.143 -0.755 0.660
*
```

These are the Mulliken partial charges, in e, on atoms 1 to 6: -0.972, 0.343, -0.867, -0.647, 0.378, 0.289

Molecular formula: C13H23ClFN2O3
Method: DFT, the ωB97M-V functional and the def2-TZVPD basis

Output
Orbital gap ... 0.3361 Eh
E_tot ... -1404.15574 a.u.
HOMO ... -11.7 eV
LUMO ... -2.60 eV

Structure (ORCA input):
```
! wB97M-V def2-TZVPD RIJCOSX def2/J DEFGRID3
* xyz 1 1
Cl -1.453 5.675 0.510
H 1.994 3.562 -1.445
H -2.668 -2.385 -1.403
N 0.371 3.668 -0.019
H -4.847 -2.904 -0.527
C 1.835 1.659 -0.400
H 2.089 1.239 -1.382
C -0.452 -3.361 -0.615
H 3.413 -5.319 0.635
C -2.784 -3.266 -0.771
H -2.908 -4.133 -1.442
C 0.643 -4.021 0.243
H -0.979 3.429 1.595
H -3.891 -2.374 0.851
H 0.458 -5.140 0.125
C 3.036 -4.314 0.831
H -0.804 1.157 1.619
H -0.261 1.180 -1.974
C 0.231 5.157 0.013
O 2.386 -3.102 -1.162
H 0.756 3.587 2.089
H 2.543 1.292 0.353
H 0.368 5.595 -0.978
O -1.617 -3.397 0.067
H 3.856 -3.626 1.009
C -0.646 3.062 -1.013
H -1.481 1.131 -0.641
H 2.478 -4.355 1.759
N 0.520 1.092 -0.013
F 0.489 -3.657 1.561
C -0.522 1.554 -0.973
C -3.996 -3.153 0.102
H 0.893 5.621 0.751
H 0.948 1.265 2.031
O -0.342 -3.022 -1.773
H -4.228 -4.095 0.595
H -1.623 3.416 -0.657
C 1.796 3.193 -0.426
C 0.162 1.601 1.345
C 2.089 -3.742 -0.168
H 2.513 3.607 0.302
C 0.050 3.110 1.386
H -0.412 3.513 -1.991
*
```

These are the Mulliken partial charges, in e, on atoms 1 to 6: -0.104, 0.405, 0.284, -0.227, 0.395, -0.685

Molecular formula: C40H51F6N5O7RhS4SbSi3
Method: DFT, the ωB97M-V functional and the def2-TZVPD basis

Output
Orbital gap (spin up / spin down) ... 0.2457 / 0.2365 Eh
E_tot ... -5766.53531 a.u.
HOMO (spin up / spin down) ... -8.1 / -8.1 eV
LUMO (spin up / spin down) ... -1.39 / -1.68 eV
Energy relative to the best compared isomer or geometry (same formula, charge and spin) ... 87.3 kJ/mol

Structure (ORCA input):
```
! wB97M-V def2-TZVPD RIJCOSX def2/J DEFGRID3
* xyz 0 1
H -3.492 3.344 2.450
H -2.796 2.731 -6.645
N -7.942 -0.225 -0.674
C -7.055 5.172 -1.716
H 1.170 -2.969 3.002
C -2.302 3.611 -6.251
C -0.665 -1.828 -2.018
C -4.934 3.730 -2.762
H -0.358 -3.249 2.128
Rh 0.673 -0.150 0.647
C -5.028 3.916 -1.387
H 1.628 -3.480 -3.259
S -1.882 2.088 -1.839
C -5.515 0.850 -4.603
H 3.979 1.545 1.229
C -4.112 -1.002 0.773
H 1.923 -2.219 -4.465
C -6.960 4.982 -3.090
H 3.070 -2.473 -3.146
C -1.721 5.040 -4.392
C -5.559 -0.403 -1.031
C -0.804 -1.062 5.612
H 1.062 -4.262 1.773
C -0.316 2.946 1.467
O 0.088 -0.871 3.091
F 4.825 0.876 3.678
H 1.032 2.046 -1.121
F 3.969 0.826 5.666
H 1.738 -4.316 -1.119
H 5.004 -0.411 -2.205
H 4.342 -3.044 1.664
C -3.317 0.306 -5.439
C -1.393 3.595 2.019
S -0.196 0.013 4.214
H 0.655 3.414 1.363
C 0.723 -3.265 2.059
H 3.684 -0.074 -3.331
H -1.565 4.229 -8.169
O -1.125 1.090 4.106
H 3.468 -4.058 -1.411
Si 1.035 -1.198 -2.408
C -6.092 4.644 -0.866
H -5.632 -1.847 -6.647
H 4.945 -1.947 0.406
C 3.732 1.124 4.399
H -5.820 4.125 -4.691
Sb -3.293 2.639 -3.495
N -2.721 1.642 1.618
H -5.033 -1.294 2.677
F -0.158 -0.745 6.727
C -6.469 -0.796 1.159
H -7.321 -0.847 1.828
H -2.249 0.493 -5.472
H -3.204 -1.390 -6.745
F -0.561 -2.329 5.307
O 2.244 0.601 2.353
C -4.152 1.117 -4.667
H 2.429 3.034 -0.701
C -2.356 3.904 -4.893
H -0.457 6.254 -7.288
H -1.738 5.254 -3.329
C -1.044 5.887 -5.258
H -7.107 -0.424 -5.272
C 2.093 2.197 -1.321
Si 3.159 0.691 -0.971
C 4.234 0.321 -2.474
C 4.119 -2.134 1.101
H 4.995 1.991 -0.155
O 2.870 -1.276 3.849
H -8.009 0.315 -1.519
C -5.897 4.263 -3.617
H -7.884 5.737 -1.307
C -5.216 -1.015 -6.093
H 1.804 0.755 -3.781
S -2.518 -1.361 1.409
C 0.855 0.270 -3.543
C -6.046 -0.215 -5.321
H 5.104 0.372 0.557
C -0.990 5.594 -6.616
N -1.527 -0.233 0.716
H 4.741 1.240 -2.784
S 2.391 0.077 3.735
C -5.199 -1.061 1.635
N 1.246 0.516 4.728
H 2.928 -4.742 0.121
O 1.112 -2.345 1.012
F -2.095 -0.874 5.784
C -2.591 2.886 2.054
H 0.175 1.022 -3.139
H -1.358 -0.983 -1.991
C 2.051 -0.848 -0.844
C -4.289 -0.676 -0.563
F 3.431 2.416 4.296
C -3.852 -0.757 -6.153
H -8.654 -0.013 0.003
H -7.715 5.394 -3.749
C -1.616 1.075 1.155
H -1.310 4.603 2.397
N -0.433 1.703 1.009
H -3.434 -0.616 -1.226
H 4.065 -1.317 1.812
H 2.174 2.486 -2.370
C -1.614 4.458 -7.112
H 0.427 -0.103 -4.481
H -0.748 -2.345 -1.060
C 2.007 -2.465 -3.403
H -0.552 6.771 -4.873
H -6.165 1.474 -4.002
C -6.663 -0.458 -0.180
H -5.705 -0.151 -2.072
O -2.608 -1.240 2.837
C 4.418 1.182 0.305
H -6.170 4.795 0.204
H -0.977 -2.518 -2.808
H -4.274 3.486 -0.734
Si 2.551 -2.358 0.165
O -2.035 -2.606 0.866
C 2.679 -4.013 -0.656
*
```

These are the Mulliken partial charges, in e, on atoms 1 to 6: 0.604, 0.418, -0.511, -0.519, 0.269, -0.379

Molecular formula: C4H6N2O
Method: DFT, the ωB97M-V functional and the def2-TZVPD basis

Output
Orbital gap ... 0.3525 Eh
E_tot ... -340.75293 a.u.
HOMO ... -8.7 eV
LUMO ... 0.90 eV
Energy relative to the best compared isomer or geometry (same formula, charge and spin) ... 110.2 kJ/mol
Structure (SMILES) ... Cc1cc(O)n[nH]1

Structure (ORCA input):
```
! wB97M-V def2-TZVPD RIJCOSX def2/J DEFGRID3
* xyz 0 1
C -0.292 1.107 1.210
H 0.173 -1.152 -2.316
H 0.065 2.662 1.875
N 0.862 1.382 0.640
H -0.994 -2.039 -1.320
H -1.828 -0.553 0.927
O -0.670 2.052 2.093
C -0.025 -1.540 -1.311
H 1.890 0.379 -0.761
N 0.992 0.460 -0.320
H 0.750 -2.273 -1.066
C -0.902 -0.054 0.673
C -0.020 -0.431 -0.324
*
```

These are the Mulliken partial charges, in e, on atoms 1 to 6: 0.434, 0.314, 0.410, -0.921, 0.298, 0.339

Molecular formula: C47H40BrN5O2P2Zr
Method: DFT, the ωB97M-V functional and the def2-TZVPD basis

Output
Orbital gap ... 0.1876 Eh
E_tot ... -5542.55847 a.u.
HOMO ... -12.4 eV
LUMO ... -7.30 eV
Energy relative to the best compared isomer or geometry (same formula, charge and spin) ... 557.6 kJ/mol

Structure (ORCA input):
```
! wB97M-V def2-TZVPD RIJCOSX def2/J DEFGRID3
* xyz 2 1
H 0.966 0.491 4.017
H -2.348 6.024 -2.506
C -3.941 1.016 6.218
C 5.390 2.005 -3.443
Br -4.841 4.805 -1.382
H 0.057 5.374 -2.217
Zr -0.475 0.725 0.838
H 2.424 -5.117 3.725
H 2.534 3.145 -2.038
C 2.286 -2.496 1.587
H 0.783 -3.697 2.566
C 2.766 -4.317 3.083
P 1.570 0.547 -1.354
N -2.634 0.591 0.869
C 4.128 -4.098 2.903
H 2.434 2.514 0.509
C 5.241 0.647 -3.185
C -0.593 -0.775 -2.227
C 0.603 -3.918 -0.728
H 1.667 -3.897 -0.948
H 0.602 3.384 -0.872
H 4.533 3.961 -3.219
C -0.536 -0.861 -4.668
H -1.430 -0.974 7.371
H -1.528 -2.431 -3.343
O -0.665 -1.200 4.975
C -1.328 -2.979 0.357
H -2.122 -5.855 -1.247
H -1.783 -2.221 0.983
H 0.288 -5.740 -1.807
C -2.064 5.167 -1.910
C -2.591 -0.511 -3.772
H 2.593 -1.602 -1.152
C -2.607 0.174 -1.397
C -1.523 -5.025 -0.893
C -0.071 1.523 -3.374
C 3.649 -2.245 1.450
C 0.993 1.118 3.139
C 0.591 2.839 1.701
N 1.946 -0.969 -0.697
C 0.708 -0.320 -4.145
H 3.999 -1.418 0.842
C -2.098 -4.041 -0.104
C -3.013 4.410 -1.254
C -1.091 1.537 -4.233
H 0.291 3.826 1.402
H -0.579 -1.173 4.008
C -0.429 3.683 -1.007
H 5.628 -2.873 1.981
C -2.268 0.197 2.979
H -3.326 -1.061 -4.356
C -1.637 0.267 -4.778
C -0.734 4.796 -1.759
N -1.347 2.930 -0.384
H -0.667 2.543 3.511
N -1.299 -0.183 -1.130
C -1.744 -0.463 5.329
C 0.468 0.183 -2.823
C -3.137 0.314 7.121
C -3.653 0.963 4.878
C 0.025 -2.906 0.040
C 0.121 2.182 2.868
H 0.418 2.429 -3.046
C 3.119 1.070 -2.126
H 6.277 2.366 -3.947
H 6.013 -0.047 -3.490
P 1.062 -1.533 0.664
N -3.150 0.692 2.141
C 4.412 2.901 -3.036
C -0.168 -4.963 -1.207
H -1.591 2.468 -4.486
H 1.665 -0.315 -4.667
H -0.464 -1.492 -5.548
C 1.843 -3.517 2.430
O -1.143 -0.342 2.512
H -2.040 0.354 -5.783
C 4.568 -3.058 2.100
H 4.847 -4.737 3.401
C 1.972 1.077 2.136
C -2.617 3.327 -0.484
C -3.239 0.113 -2.586
H -0.004 -1.613 -1.854
H -4.268 0.445 -2.657
H -3.363 2.798 0.090
C 3.284 2.435 -2.375
C -1.374 -1.357 -3.418
H -4.267 1.486 4.157
C 1.739 2.157 1.254
C -2.054 -0.418 6.685
H -3.146 -4.101 0.161
H 2.831 0.422 2.118
C -2.549 0.230 4.406
C 4.112 0.178 -2.530
H -4.438 0.504 -0.147
H -3.368 0.339 8.178
C -3.353 0.485 -0.178
H -4.788 1.588 6.573
H 4.032 -0.886 -2.340
*
```

These are the Mulliken partial charges, in e, on atoms 1 to 6: 0.882, 0.518, -0.845, -0.686, -0.132, 0.524

Molecular formula: CH3NO4S
Method: DFT, the ωB97M-V functional and the def2-TZVPD basis

Output
Orbital gap ... 0.3705 Eh
E_tot ... -793.67307 a.u.
HOMO ... -10.9 eV
LUMO ... -0.80 eV
Energy relative to the best compared isomer or geometry (same formula, charge and spin) ... 161.6 kJ/mol
Structure (SMILES) ... O=CS(=O)(=O)NO

Structure (ORCA input):
```
! wB97M-V def2-TZVPD RIJCOSX def2/J DEFGRID3
* xyz 0 1
O -1.693 0.938 -0.502
N -0.399 -0.418 1.105
H -1.297 -0.470 1.436
H 1.845 0.668 -0.666
H 0.308 -1.936 0.094
O -0.371 -0.957 -1.380
S -0.489 0.139 -0.479
O 0.326 -1.637 0.961
O 0.764 2.403 -0.138
C 1.005 1.270 -0.433
*
```

These are the Mulliken partial charges, in e, on atoms 1 to 6: -0.609, -0.220, 0.256, 0.367, 0.366, -0.649

Molecular formula: C4H8ClOP
Method: DFT, the ωB97M-V functional and the def2-TZVPD basis

Output
Orbital gap ... 0.3437 Eh
E_tot ... -1033.96548 a.u.
HOMO ... -8.7 eV
LUMO ... 0.65 eV
Energy relative to the best compared isomer or geometry (same formula, charge and spin) ... 182.2 kJ/mol
Structure (SMILES) ... OP1CCC[C@H]1Cl

Structure (ORCA input):
```
! wB97M-V def2-TZVPD RIJCOSX def2/J DEFGRID3
* xyz 0 1
H 1.124 1.333 -0.862
H -1.376 -1.599 2.617
O -1.220 -1.032 1.804
C 0.038 1.061 -0.916
C 0.844 -1.142 0.117
H 0.747 -2.129 0.232
H -0.724 -1.042 -1.461
H -1.621 1.266 0.482
C -0.550 1.427 0.426
Cl 2.554 -0.718 0.000
H 0.721 -0.628 -2.059
P 0.192 -0.245 1.703
H -0.308 2.428 0.735
C 0.172 -0.539 -1.117
H -0.593 1.557 -1.702
*
```

These are the Mulliken partial charges, in e, on atoms 1 to 6: 0.267, 0.338, -0.493, -0.458, -0.274, 0.512

Q: Which formula does entry 7 have?
A: CH3NO4S